[1]
C4H9NO | ωB97M-V/def2-TZVPD

Last column: Löwdin charge in e.
CARTESIAN COORDINATES (ANGSTROEM)
C 0.8026 0.2127 1.2990  -0.06
C 0.2922 -0.0381 -0.1190  -0.44
C 0.8140 -1.3536 -0.6897  -0.07
N -1.1755 -0.0566 -0.1439  -0.02
C -2.0382 0.9138 -0.4466  -0.16
O -1.3287 2.0275 -0.7591  -0.05
H 1.8984 0.2296 1.3233  0.08
H 0.4594 -0.5795 1.9759  0.08
H 0.4305 1.1695 1.6772  0.08
H 0.6016 0.7881 -0.7643  0.13
H 0.4592 -1.5038 -1.7142  0.08
H 0.4718 -2.2009 -0.0806  0.08
H 1.9091 -1.3690 -0.6937  0.08
H -1.6081 -0.9286 0.1268  0.12
H -1.9882 2.6888 -0.9911  0.08

Properties
ΔE to the lowest compared entry with this formula, charge and spin: 186.9 kJ/mol
LUMO level: 0.03681 hartree
HOMO level: -8.52 eV
Total charge: 0


[2]
C4H9NO | ωB97M-V/def2-TZVPD

Last column: Löwdin charge in e.
CARTESIAN COORDINATES (ANGSTROEM)
C -1.9965 -0.0810 0.1302  -0.12
N -0.6147 0.1026 0.5373  -0.19
C 0.2873 -1.0012 0.1497  -0.14
C 1.2572 -0.0246 -0.5430  -0.24
O 2.4359 0.4972 0.2896  -0.12
C 0.2331 1.0519 -0.2390  -0.13
H -2.4683 -0.8691 0.7345  0.08
H -2.5652 0.8402 0.2967  0.08
H -2.1064 -0.3641 -0.9356  0.08
H -0.2027 -1.7137 -0.5341  0.12
H 0.7299 -1.5605 0.9805  0.11
H 1.7131 -0.2406 -1.5084  0.13
H 2.4761 0.1553 1.2000  0.09
H 1.0839 1.4840 0.3983  0.12
H -0.2626 1.7236 -0.9566  0.12

Properties
ΔE to the lowest compared entry with this formula, charge and spin: 347.9 kJ/mol
LUMO level: 0.03797 hartree
HOMO level: -8.49 eV
SMILES string: CN1CC(O)C1
Total charge: 0


[3]
C4H9NO | ωB97M-V/def2-TZVPD

Last column: Löwdin charge in e.
CARTESIAN COORDINATES (ANGSTROEM)
C 0.8105 0.1254 -1.2984  -0.09
C -0.4470 -0.0177 -0.4900  -0.38
C -0.4860 -1.4156 0.1767  -0.07
C -0.6480 1.0572 0.5931  -0.54
N 0.4664 1.2469 1.3665  0.13
O -1.6990 1.6594 0.7640  0.05
H 0.8315 1.0826 -1.8024  0.08
H 0.7941 -0.6732 -2.0580  0.09
H 1.7466 -0.0610 -0.7140  0.09
H -1.3111 0.0769 -1.0935  0.12
H -0.7917 -2.1264 -0.6138  0.08
H 0.5423 -1.6827 0.5131  0.08
H -1.2942 -1.4706 0.9457  0.10
H 0.2727 1.6956 2.3091  0.14
H 1.2130 0.5035 1.4021  0.12

Properties
ΔE to the lowest compared entry with this formula, charge and spin: 36.4 kJ/mol
LUMO level: 0.03130 hartree
HOMO level: -9.63 eV
SMILES string: CC(C)C(N)=O
Total charge: 0


[4]
C4H9NO | ωB97M-V/def2-TZVPD

Last column: Löwdin charge in e.
CARTESIAN COORDINATES (ANGSTROEM)
C 2.4859 -0.1066 -0.3336  -0.04
C 2.0235 0.0573 0.9023  -0.31
N 0.7055 0.2927 1.3006  0.04
H 1.8923 0.2073 -1.1869  0.04
H 3.4931 -0.4479 -0.5142  0.03
H 2.6573 -0.0815 1.7771  0.10
H 0.1463 0.6959 0.5628  0.04
H 0.6494 0.6076 2.2530  0.08
C -1.8446 -0.7853 -0.6947  -0.06
C -2.2701 0.6091 -0.7158  -0.33
O -1.7614 1.5698 -0.1866  0.03
H -0.7618 -0.8445 -0.4860  0.07
H -1.8720 -1.3352 -1.6295  0.09
H -2.2986 -1.2402 0.1859  0.10
H -3.2449 0.8014 -1.2344  0.12

Properties
ΔE to the lowest compared entry with this formula, charge and spin: 211.1 kJ/mol
LUMO level: 0.03559 hartree
HOMO level: -8.11 eV
SMILES string: C=CN.CC=O
Total charge: 0


[5]
C4H9NO | ωB97M-V/def2-TZVPD

Last column: Löwdin charge in e.
CARTESIAN COORDINATES (ANGSTROEM)
C 2.3610 -0.5835 0.0622  -0.08
C 1.4743 0.5368 0.5689  -0.28
C -0.3648 0.6712 -0.8106  -0.13
O 0.0876 0.2306 0.3761  -0.14
N -1.6672 0.3947 -0.9022  -0.08
C -2.5391 -0.2606 0.0652  -0.08
H 2.1652 -0.7541 -1.0013  0.07
H 3.4164 -0.3146 0.1825  0.08
H 2.1761 -1.5146 0.6069  0.07
H 1.6050 0.7008 1.6431  0.12
H 1.6876 1.4666 0.0343  0.10
H -2.0882 0.7019 -1.7636  0.11
H -2.3692 -1.3421 0.0888  0.08
H -2.3663 0.1404 1.0668  0.08
H -3.5784 -0.0735 -0.2171  0.08

Properties
ΔE to the lowest compared entry with this formula, charge and spin: 232.5 kJ/mol
LUMO level: 0.03854 hartree
HOMO level: -8.46 eV
Total charge: 0


[6]
C4H9NO | ωB97M-V/def2-TZVPD

Last column: Löwdin charge in e.
CARTESIAN COORDINATES (ANGSTROEM)
C -1.9269 0.6079 -0.0931  -0.10
N -0.5309 0.3610 -0.4298  -0.14
C -0.2226 -1.0584 -0.5234  -0.11
C 0.3327 -0.2428 0.5772  -0.27
C 1.8036 0.1333 0.5153  -0.23
O 2.2167 0.3928 -0.8045  -0.07
H -2.5320 0.3245 -0.9610  0.08
H -2.2782 0.0124 0.7668  0.08
H -2.1053 1.6663 0.1157  0.08
H -1.0286 -1.7513 -0.2854  0.11
H 0.4225 -1.3363 -1.3515  0.11
H -0.0780 -0.3879 1.5789  0.14
H 2.3917 -0.7211 0.8710  0.12
H 2.0227 0.9859 1.1775  0.11
H 1.5298 0.9619 -1.1862  0.08

Properties
ΔE to the lowest compared entry with this formula, charge and spin: 216.0 kJ/mol
LUMO level: 0.04136 hartree
HOMO level: -9.36 eV
SMILES string: CN1C[C@H]1CO
Total charge: 0


[7]
C4H9NO | ωB97M-V/def2-TZVPD

Last column: Löwdin charge in e.
CARTESIAN COORDINATES (ANGSTROEM)
C 0.3970 1.7248 -0.6282  -0.02
C 0.3084 1.9890 -1.9561  -0.30
N -0.0579 1.1065 -2.9925  0.02
H 0.6394 0.7673 -0.1544  0.03
H 0.2863 2.6692 -0.1005  0.03
H 0.6403 2.9407 -2.3696  0.10
H 0.3293 0.1909 -3.1499  0.08
H -0.1206 1.6223 -3.8554  0.06
C -1.0603 -1.6337 2.7560  -0.01
C 0.1225 -1.3767 2.2004  -0.24
O 0.2992 -1.6924 0.8421  -0.06
H -1.2114 -0.9477 3.5877  0.05
H -1.8202 -2.3643 2.5005  0.06
H 1.0484 -1.0076 2.6314  0.11
H -0.4776 -2.1946 0.5742  0.08

Properties
ΔE to the lowest compared entry with this formula, charge and spin: 359.4 kJ/mol
LUMO level: 0.03566 hartree
HOMO level: -8.04 eV
SMILES string: C=CN.C=CO
Total charge: 0


[8]
C4H9NO | ωB97M-V/def2-TZVPD

Last column: Löwdin charge in e.
CARTESIAN COORDINATES (ANGSTROEM)
C -2.3547 -0.5455 -0.0404  -0.07
C -0.8558 -0.3550 -0.0264  -0.27
O -0.6674 1.0486 0.1667  -0.11
C 0.4088 1.6262 0.6443  -0.19
N 1.6365 1.0439 0.5714  -0.05
C 2.1214 -0.1449 -0.1923  -0.09
H -2.7853 -0.1823 0.8978  0.08
H -2.7976 0.0267 -0.8611  0.08
H -2.6037 -1.6007 -0.1687  0.08
H -0.3908 -0.8856 0.8099  0.12
H -0.3961 -0.6854 -0.9628  0.11
H 1.8931 2.0483 0.4428  0.10
H 1.7889 -0.1302 -1.2360  0.08
H 1.7645 -1.0812 0.2601  0.07
H 3.2148 -0.1922 -0.1794  0.07

Properties
ΔE to the lowest compared entry with this formula, charge and spin: 389.8 kJ/mol
LUMO level: 0.02995 hartree
HOMO level: -8.17 eV
Total charge: 0


[9]
C4H9NO | ωB97M-V/def2-TZVPD

Last column: Löwdin charge in e.
CARTESIAN COORDINATES (ANGSTROEM)
C 0.9904 -0.1378 -0.1598  -0.14
C 0.6544 -1.6438 -0.2075  -0.17
N -0.7303 -1.3895 -0.7115  -0.03
C -1.3834 -0.6074 0.3344  -0.13
C -0.4562 0.0759 -0.5866  -0.29
H 1.2845 0.3092 0.7937  0.10
H 1.7139 0.1506 -0.9263  0.11
H 1.2298 -2.1971 -0.9511  0.11
H 0.6741 -2.1954 0.7389  0.11
H -2.4494 -0.4799 0.1723  0.11
H -1.0928 -0.7719 1.3722  0.11
H -0.8009 0.7778 -1.3440  0.13
O 0.4738 2.9117 0.4630  -0.05
H 0.9747 2.6808 -0.3280  0.03
H -0.2333 2.2557 0.4961  0.02

Properties
ΔE to the lowest compared entry with this formula, charge and spin: 288.3 kJ/mol
LUMO level: 0.03407 hartree
HOMO level: -9.45 eV
SMILES string: C1CN2C[C@@H]12.O
Total charge: 0


[10]
C4H9NO | ωB97M-V/def2-TZVPD

Last column: Löwdin charge in e.
CARTESIAN COORDINATES (ANGSTROEM)
C -1.2437 -0.8459 0.2831  -0.11
N -0.2960 0.2544 0.2721  -0.29
C -0.9203 1.4649 -0.2348  -0.11
C 0.9458 -0.0798 -0.4017  -0.19
C 2.0508 -0.5791 0.5129  -0.24
O 2.9737 -1.2337 0.0918  0.04
H -1.5972 -1.1140 -0.7307  0.09
H -2.1191 -0.5716 0.8824  0.08
H -0.7936 -1.7363 0.7328  0.09
H -1.8157 1.6869 0.3561  0.08
H -0.2359 2.3130 -0.1314  0.08
H -1.2274 1.3898 -1.2947  0.09
H 1.3464 0.8182 -0.8902  0.13
H 0.8508 -0.8405 -1.1933  0.13
H 1.9869 -0.2847 1.5823  0.13

Properties
ΔE to the lowest compared entry with this formula, charge and spin: 168.2 kJ/mol
LUMO level: 0.03573 hartree
HOMO level: -8.97 eV
SMILES string: CN(C)CC=O
Total charge: 0


[11]
C4H9NO | ωB97M-V/def2-TZVPD

Last column: Löwdin charge in e.
CARTESIAN COORDINATES (ANGSTROEM)
C 1.7911 0.1565 0.6525  -0.04
C 1.0656 -0.9024 0.9547  -0.24
C 0.3866 -1.7722 -0.0870  -0.11
H 2.3319 0.6675 1.4324  0.05
H 1.8990 0.4393 -0.3866  0.06
H 0.9059 -1.2605 1.9674  0.09
H 1.0516 -1.9275 -0.9318  0.07
H 0.1441 -2.7504 0.3286  0.07
H -0.5348 -1.3163 -0.4377  0.05
N -1.8664 1.0211 -0.0722  0.10
C -1.1045 1.5943 -1.0842  -0.41
O -1.5734 1.9010 -2.1465  0.03
H -2.8460 1.2040 -0.2560  0.10
H -1.6052 1.2620 0.8737  0.09
H -0.0454 1.6836 -0.8073  0.10

Properties
ΔE to the lowest compared entry with this formula, charge and spin: 139.1 kJ/mol
LUMO level: 0.03537 hartree
HOMO level: -9.85 eV
SMILES string: C=CC.NC=O
Total charge: 0


[12]
C4H9NO | ωB97M-V/def2-TZVPD

Last column: Löwdin charge in e.
CARTESIAN COORDINATES (ANGSTROEM)
C -1.6144 0.5091 0.4663  -0.13
C -0.6909 -0.2360 -0.5773  -0.27
C 0.2598 -1.1341 0.2142  -0.22
N 1.3837 -0.2225 0.4938  0.03
C 1.6748 0.7866 -0.3521  -0.33
O 1.5719 0.8075 -1.5878  -0.02
H -2.2820 1.2405 0.0020  0.05
H -2.2853 -0.2020 1.0008  0.07
H -1.0803 1.0347 1.2765  0.06
H 0.2602 0.2124 -1.5538  0.18
H -1.3553 -0.8054 -1.2159  0.07
H 0.5837 -1.9915 -0.3804  0.11
H -0.0874 -1.5367 1.1870  0.12
H 1.7544 -0.1346 1.4305  0.14
H 2.0977 1.6619 0.1275  0.13

Properties
ΔE to the lowest compared entry with this formula, charge and spin: 289.4 kJ/mol
LUMO level: 0.02871 hartree
HOMO level: -8.56 eV
Total charge: 0


[13]
C4H9NO | ωB97M-V/def2-TZVPD

Last column: Löwdin charge in e.
CARTESIAN COORDINATES (ANGSTROEM)
C 0.0617 -1.5829 -0.9063  -0.06
C 0.1714 -0.4291 -1.8337  -0.13
C -0.5032 0.7390 -1.5456  -0.07
C -0.2914 1.3994 -0.2732  -0.57
N -0.9701 2.5999 -0.1574  0.14
O 0.3335 0.9542 0.6848  0.01
H 0.4727 -2.5029 -1.3013  0.07
H -0.6923 -1.7164 -0.1495  0.09
H 0.9231 -0.8804 -0.5145  0.13
H 0.5551 -0.7121 -2.8119  0.11
H -1.0672 1.2034 -2.3448  0.10
H -1.4610 2.8276 -1.0049  0.08
H -1.1423 3.1330 0.6752  0.10
H 1.7597 -2.2479 5.4895  0.00
H 1.8504 -2.7849 5.9937  0.00

Properties
ΔE to the lowest compared entry with this formula, charge and spin: 399.6 kJ/mol
LUMO level: 0.01262 hartree
HOMO level: -8.13 eV
SMILES string: C/C=C\C(N)=O.[H][H]
Total charge: 0


[14]
C4H9NO | ωB97M-V/def2-TZVPD

Last column: Löwdin charge in e.
CARTESIAN COORDINATES (ANGSTROEM)
C 0.9725 1.4223 -0.8987  -0.11
C 1.1224 0.5134 0.3019  -0.08
N -0.3474 -0.5078 0.3926  -0.05
C -1.7788 -0.4731 0.8843  -0.06
C 0.0676 -1.5485 -0.3336  -0.41
O 1.2057 -1.5657 -0.7808  -0.05
H 1.1345 0.8908 -1.8438  0.08
H -0.0313 1.8401 -0.8889  0.07
H 1.6989 2.2483 -0.8622  0.08
H 2.1393 0.0489 0.2631  0.11
H 1.0161 0.9777 1.2617  0.08
H -1.8729 -0.4504 1.9785  0.07
H -2.3423 -1.3797 0.5702  0.08
H -2.3634 0.3685 0.4886  0.07
H -0.6208 -2.3846 -0.5328  0.13

Properties
ΔE to the lowest compared entry with this formula, charge and spin: 261.7 kJ/mol
LUMO level: 0.03139 hartree
HOMO level: -9.20 eV
SMILES string: CCN(C)C=O
Total charge: 0


[15]
C4H9NO | ωB97M-V/def2-TZVPD

Last column: Löwdin charge in e.
CARTESIAN COORDINATES (ANGSTROEM)
C -1.3715 -0.1919 0.9884  -0.06
C 0.1731 -0.1691 0.5301  -0.31
C 0.7560 1.3211 0.3113  -0.06
C 0.4060 -1.1492 -0.5930  -0.43
N 0.1811 -0.6369 -1.9093  0.13
O 1.1691 -2.1882 -0.4310  -0.03
H -1.7409 0.0678 2.0287  0.09
H -1.7576 -1.1889 0.7379  0.07
H -1.9409 0.5403 0.4076  0.06
H 0.7444 -0.4160 1.4130  0.11
H 1.1733 1.6067 1.2528  0.06
H 1.6543 1.2965 -0.3359  0.08
H -0.0507 1.9985 -0.0366  0.08
H -0.0593 0.3762 -1.8329  0.11
H 0.6635 -1.2670 -2.5310  0.10

Properties
ΔE to the lowest compared entry with this formula, charge and spin: 159.2 kJ/mol
LUMO level: 0.02930 hartree
HOMO level: -9.72 eV
SMILES string: CC(C)C(N)=O
Total charge: 0


[16]
C4H9NO | ωB97M-V/def2-TZVPD

Last column: Löwdin charge in e.
CARTESIAN COORDINATES (ANGSTROEM)
C -1.7058 0.5801 0.3100  -0.11
C -1.0099 -0.4435 -0.5829  -0.26
C 0.1890 -1.1125 0.0911  -0.21
N 1.2372 -0.1618 0.4902  -0.03
C 1.9187 0.5249 -0.3827  -0.48
O 2.1823 0.8179 -1.4924  0.14
H -2.5614 1.0319 -0.2022  0.07
H -2.0741 0.1124 1.2310  0.07
H -1.0214 1.3860 0.5960  0.07
H -0.6718 0.0343 -1.5115  0.10
H -1.7176 -1.2311 -0.8739  0.11
H 0.6132 -1.8852 -0.5633  0.12
H -0.1294 -1.6086 1.0153  0.11
H 2.0637 0.6839 1.1878  0.17
H 2.6873 1.2714 0.6874  0.13

Properties
ΔE to the lowest compared entry with this formula, charge and spin: 396.2 kJ/mol
LUMO level: 0.03204 hartree
HOMO level: -10.15 eV
Total charge: 0


[17]
C4H9NO | ωB97M-V/def2-TZVPD

Last column: Löwdin charge in e.
CARTESIAN COORDINATES (ANGSTROEM)
C -0.2911 -0.6126 -2.4184  0.00
C -0.5678 0.6431 -2.1127  -0.29
O -1.1483 1.0651 -0.9538  -0.05
H 0.1896 -0.8281 -3.3646  0.05
H -0.6450 -1.4918 -1.8961  0.05
H -0.4214 1.4307 -2.8485  0.10
H -0.5327 0.8651 -0.2195  0.03
C 0.9393 0.9465 2.2028  -0.04
N 0.6310 0.3657 1.1284  -0.10
C -0.0293 -0.9302 1.2567  -0.13
H 1.4772 1.8911 2.1429  0.07
H 0.8443 0.5253 3.2093  0.08
H 0.6961 -1.6535 0.8757  0.09
H -0.1893 -1.2140 2.3005  0.07
H -0.9528 -1.0023 0.6973  0.07

Properties
ΔE to the lowest compared entry with this formula, charge and spin: 267.3 kJ/mol
LUMO level: 0.03760 hartree
HOMO level: -9.02 eV
SMILES string: C=CO.C=NC
Total charge: 0


[18]
C4H9NO | ωB97M-V/def2-TZVPD

Last column: Löwdin charge in e.
CARTESIAN COORDINATES (ANGSTROEM)
C -1.8675 0.0778 -0.0549  -0.04
N -0.5409 0.1937 0.5724  -0.20
C 0.3904 -0.9560 0.3097  -0.07
C 1.3079 -0.0539 -0.5419  -0.45
O 2.6622 -0.0305 -0.1349  -0.07
C 0.5100 1.1431 -0.0666  -0.09
H -2.4691 -0.6905 0.4437  0.09
H -2.3711 1.0453 0.0132  0.10
H -1.7247 -0.1773 -1.1069  0.10
H -0.1352 -1.7768 -0.1872  0.12
H 0.8577 -1.3116 1.2303  0.13
H 1.3170 -0.3414 -1.6036  0.13
H 2.6673 0.7230 0.4783  0.07
H -0.6744 0.3864 1.5645  0.15
H -0.0006 1.7383 -0.8331  0.04

Properties
ΔE to the lowest compared entry with this formula, charge and spin: 406.2 kJ/mol
LUMO level: 0.02319 hartree
HOMO level: -7.09 eV
Total charge: 0


[19]
C4H9NO | ωB97M-V/def2-TZVPD

Last column: Löwdin charge in e.
CARTESIAN COORDINATES (ANGSTROEM)
C 2.2834 -0.6316 -0.1838  -0.08
N 1.1393 0.0365 0.5594  -0.11
C 0.6566 1.2082 -0.1251  -0.13
C -0.0873 -0.0622 -0.1916  -0.35
C -1.3890 -0.1994 0.5616  -0.22
O -2.5191 -0.3095 -0.3743  -0.14
H 2.1805 -0.4494 -1.2279  0.04
H 3.3276 -0.2988 0.1174  0.09
H 2.1711 -1.7619 -0.0268  0.10
H 1.2257 1.5017 -0.9467  0.08
H 0.1232 1.9223 0.5387  0.12
H -0.1274 -0.5475 -1.2535  0.18
H -1.6068 0.6170 1.3269  0.12
H -1.3613 -1.1416 1.2464  0.14
H -2.5367 0.4886 -1.0619  0.15

Properties
ΔE to the lowest compared entry with this formula, charge and spin: 313.0 kJ/mol
LUMO level: 0.03364 hartree
HOMO level: -9.41 eV
SMILES string: CN1C[C@@H]1CO
Total charge: 0


[20]
C4H9NO | ωB97M-V/def2-TZVPD

Last column: Löwdin charge in e.
CARTESIAN COORDINATES (ANGSTROEM)
C -1.3559 0.0706 0.9773  -0.05
C -0.2171 -0.4046 0.0847  -0.39
C -0.5406 -0.3733 -1.4021  -0.05
N 0.9797 0.4278 0.3186  -0.20
C 2.3137 -0.0538 -0.1457  -0.05
O 1.8623 -0.0247 1.2982  -0.11
H -2.2266 -0.5806 0.8564  0.09
H -1.6688 1.0873 0.7051  0.08
H -1.0645 0.0629 2.0327  0.08
H 0.1126 -1.4059 0.3721  0.15
H 0.3552 -0.6444 -1.9688  0.07
H -0.8879 0.6173 -1.7205  0.08
H -1.3326 -1.0936 -1.6263  0.09
H 0.7848 1.4193 0.4551  0.18
H 2.8858 0.8955 -0.2367  0.03

Properties
ΔE to the lowest compared entry with this formula, charge and spin: 530.5 kJ/mol
LUMO level: 0.02963 hartree
HOMO level: -7.85 eV
Total charge: 0